Here is a molecular structure, C46H79ClN9O2OsSbSi3 at a distorted geometry from the OMol25 dataset. Energies are from ωB97M-V/def2-TZVPD.

```
142
Properties=species:S:1:pos:R:3
Os 0.19 -0.43 0.32
C 0.65 2.46 5.00
C 0.27 1.21 4.28
C -0.28 0.03 4.74
C -0.41 -0.80 3.62
N 0.04 -0.17 2.53
N 0.45 1.06 2.96
C -0.99 -2.17 3.58
H 0.62 2.29 6.08
H -0.04 3.27 4.78
H 1.65 2.78 4.72
H -0.55 -0.22 5.75
H 0.78 1.73 2.28
H -1.30 -2.47 4.58
H -0.26 -2.90 3.22
H -1.85 -2.19 2.92
N -0.32 2.80 -1.35
C 0.44 3.09 -0.28
N 0.73 4.39 -0.06
O 0.87 2.20 0.49
H -0.79 3.51 -1.88
H -0.66 1.85 -1.40
H 0.50 5.11 -0.72
H 1.39 4.62 0.67
C -0.76 0.28 -3.42
C -1.25 -0.95 -2.64
C -2.73 -1.19 -2.98
C -0.99 -0.91 -1.17
C -0.41 -2.22 -2.94
C 0.90 -2.10 -3.39
C 1.63 -3.22 -3.77
C 1.07 -4.49 -3.64
C -0.21 -4.62 -3.13
C -0.95 -3.49 -2.78
H -1.49 1.08 -3.30
H -0.70 0.04 -4.48
H 0.21 0.63 -3.06
H -3.29 -0.27 -2.82
H -3.17 -1.96 -2.36
H -2.82 -1.48 -4.02
H -1.66 -1.65 -0.70
H 1.35 -1.12 -3.49
H 2.62 -3.10 -4.19
H 1.64 -5.36 -3.94
H -0.65 -5.60 -3.02
H -1.95 -3.63 -2.41
C -2.57 5.27 -0.50
C -3.55 5.90 0.51
C -2.78 6.28 1.78
C -4.07 7.18 -0.15
C -4.73 4.89 0.79
O -5.06 4.27 -0.44
C -5.92 5.64 1.41
C -7.23 4.86 1.68
C -7.91 4.34 0.44
C -7.85 3.00 0.08
C -8.46 2.54 -1.07
C -9.14 3.42 -1.89
Cl -9.92 2.85 -3.32
C -9.22 4.77 -1.55
C -8.60 5.22 -0.40
C -4.35 3.77 1.79
N -3.57 2.65 1.26
C -2.27 2.37 1.37
N -2.00 1.21 0.79
C -3.23 0.82 0.33
N -4.19 1.66 0.61
H -1.72 5.96 -0.63
H -3.06 5.12 -1.46
H -2.19 4.31 -0.15
H -2.12 7.12 1.56
H -2.16 5.46 2.14
H -3.45 6.60 2.58
H -3.23 7.74 -0.56
H -4.58 7.83 0.56
H -4.75 6.95 -0.98
H -5.95 4.52 -0.71
H -6.19 6.45 0.73
H -5.59 6.09 2.35
H -7.90 5.56 2.18
H -7.07 4.04 2.38
H -7.31 2.30 0.71
H -8.41 1.49 -1.34
H -9.76 5.45 -2.19
H -8.67 6.27 -0.14
H -5.28 3.31 2.12
H -3.84 4.18 2.66
H -1.55 3.00 1.88
H -3.40 -0.10 -0.21
C 6.35 -1.61 0.47
Si 4.58 -2.09 0.12
C 4.54 -2.89 -1.58
C 4.05 -3.23 1.52
Sb 2.85 -0.08 0.06
Si 3.90 1.25 -1.97
C 3.27 0.57 -3.59
C 3.52 3.07 -1.85
C 5.76 1.02 -1.98
Si 3.94 1.25 2.09
C 3.58 0.19 3.60
C 5.80 1.46 1.91
C 3.30 3.01 2.27
H 6.98 -2.48 0.24
H 6.50 -1.37 1.52
H 6.72 -0.77 -0.13
H 5.13 -3.82 -1.56
H 4.98 -2.24 -2.33
H 3.54 -3.15 -1.92
H 4.26 -4.27 1.27
H 2.99 -3.16 1.77
H 4.62 -2.99 2.42
H 2.25 0.90 -3.82
H 3.29 -0.52 -3.61
H 3.92 0.92 -4.40
H 2.45 3.26 -1.94
H 4.02 3.60 -2.67
H 3.87 3.51 -0.91
H 6.04 -0.02 -2.18
H 6.24 1.32 -1.05
H 6.18 1.63 -2.78
H 4.34 -0.60 3.69
H 2.60 -0.30 3.57
H 3.63 0.79 4.52
H 6.35 0.58 2.23
H 6.11 2.29 2.56
H 6.11 1.70 0.90
H 2.22 3.09 2.28
H 3.68 3.62 1.45
H 3.68 3.43 3.21
N 0.79 -6.97 0.29
C 0.58 -5.64 0.27
C 1.54 -4.75 -0.24
C 1.31 -3.40 -0.19
N 0.21 -2.85 0.33
C -0.74 -3.69 0.76
C -0.60 -5.06 0.76
H 1.65 -7.35 -0.05
H 0.12 -7.60 0.70
H 2.46 -5.13 -0.68
H 2.03 -2.71 -0.60
H -1.66 -3.25 1.12
H -1.41 -5.68 1.13
```

ΔE to the lowest compared entry with this formula, charge and spin = 11.7 kcal/mol
molecular weight = 1221.90 u
charge = +2

Löwdin population analysis, charges in e, atoms 1 to 4: Os 1.0064; C 0.0096; C -0.2864; C 0.0388